Record 1
This record from the Open Molecules 2025 dataset describes a molecular structure, C49H43Cl4N8O5RbS. The level of theory is ωB97M-V/def2-TZVPD.

Last column: Mulliken charge in e.
Positions of all 111 atoms, in Å:
Rb: -0.35416 0.17115 -0.02677  0.498
Cl: 2.04721 -4.26705 -5.87299  -0.281
C: 2.02241 -2.98935 -4.67768  0.121
C: 1.11692 -3.05779 -3.64021  -0.519
C: 1.02556 -2.06823 -2.64856  -0.208
N: -0.01543 -2.07952 -1.72293  0.121
C: -0.47364 -3.22726 -1.24880  0.031
O: -0.03101 -4.39368 -1.32062  -0.778
C: -1.81844 -3.07919 -0.53759  0.403
C: -2.87611 -3.88252 -0.96777  -0.822
C: -4.11873 -3.70974 -0.39329  -0.708
C: -4.27480 -2.75525 0.60474  -0.918
C: -3.16503 -2.02537 0.99047  -0.388
N: -1.95658 -2.19100 0.44534  1.286
C: 1.94699 -0.99299 -2.71137  -0.660
C: 2.84481 -0.94444 -3.77716  0.071
C: 2.89397 -1.91543 -4.75757  -0.162
Cl: 4.06825 -1.77339 -6.04460  -0.286
N: 2.13002 -0.02663 -1.69050  0.070
C: 1.98346 1.22890 -2.00620  0.020
O: 1.44205 1.80643 -2.96449  -0.718
C: 2.79238 2.26212 -1.17151  1.041
C: 3.84717 2.82416 -1.91156  -1.245
C: 4.58486 3.86964 -1.43216  -0.269
C: 4.26881 4.41153 -0.18066  -1.077
C: 3.26505 3.83174 0.53136  -0.114
N: 2.56927 2.78276 0.03860  0.258
H: 0.44670 -3.90249 -3.57946  0.549
H: -2.69336 -4.61215 -1.74487  0.512
H: -4.96597 -4.30025 -0.72400  0.424
H: -5.23727 -2.57115 1.06292  0.419
H: -3.23614 -1.26039 1.75864  0.424
H: 3.54363 -0.11911 -3.82411  0.492
H: 4.03364 2.40035 -2.88791  0.451
H: 5.40080 4.27538 -2.01690  0.407
H: 4.80475 5.25327 0.23363  0.399
H: 2.98294 4.10307 1.53850  0.566
C: 5.29014 -0.86124 2.66273  -0.714
C: 4.99344 0.05499 3.67399  -0.354
C: 3.99601 0.99344 3.51780  -0.389
C: 3.22160 1.06822 2.32997  0.426
C: 3.51828 0.11809 1.32226  -0.166
C: 4.53323 -0.81148 1.49775  -0.778
N: 2.30242 2.07181 2.27588  -1.337
N: 1.65546 2.15433 1.03195  2.281
C: 0.44772 2.91540 1.13724  -0.499
C: -0.40778 2.62041 2.20429  -0.400
C: -1.64636 3.22142 2.20634  -0.225
C: -1.97543 4.11844 1.19121  -0.415
C: -1.04457 4.34917 0.20344  -0.640
N: 0.15471 3.75611 0.16250  -0.308
H: 6.08059 -1.59194 2.78509  0.353
H: 5.55668 0.03333 4.60279  0.357
H: 3.77440 1.70390 4.30693  0.378
H: 2.92406 0.06438 0.41785  0.398
H: 4.72068 -1.52427 0.70105  0.439
H: -0.09937 1.89498 2.94188  0.308
H: -2.37766 2.96730 2.96195  0.351
H: -2.95326 4.57940 1.15286  0.357
H: -1.25771 5.02316 -0.62011  0.391
C: -1.20925 -5.65154 2.45143  -1.505
C: -0.09589 -4.61768 2.31473  0.029
C: -0.45181 -3.32580 3.03914  -1.208
S: 0.62818 -1.97385 2.50429  0.970
O: -0.05133 -0.68243 2.85944  -0.739
C: 1.98505 -2.20243 3.70851  -0.471
C: 1.79865 -1.36326 4.96552  0.138
C: 0.65357 -1.79036 5.87791  -1.555
H: -0.94602 -6.57676 1.93664  0.399
H: -2.12975 -5.26988 2.00316  0.230
H: -1.41349 -5.88561 3.50066  0.379
H: 0.07156 -4.41610 1.25301  0.080
H: 0.84241 -5.02154 2.70935  0.419
H: -0.42179 -3.43124 4.12378  0.748
H: -1.44034 -2.98089 2.74023  0.074
H: 2.88625 -1.88545 3.18457  -0.357
H: 2.05785 -3.27394 3.91516  0.659
H: 1.64822 -0.32768 4.65710  -0.083
H: 2.74516 -1.38934 5.51309  0.569
H: -0.30864 -1.61663 5.39627  0.256
H: 0.67009 -1.21224 6.80445  0.437
H: 0.72586 -2.84972 6.14515  0.339
Cl: -9.15166 4.36424 0.64719  -0.226
C: -9.09863 3.04494 1.77490  0.992
C: -10.11270 2.94136 2.71395  -0.675
C: -10.10047 1.88897 3.61442  -0.282
C: -9.08573 0.94666 3.56552  -0.706
C: -8.08594 1.06761 2.61338  1.061
Cl: -6.84813 -0.13624 2.54389  -0.079
C: -8.05037 2.12468 1.69732  -2.060
N: -7.02513 2.26958 0.75346  -0.004
C: -7.09721 1.53187 -0.43700  0.923
C: -8.24662 0.84384 -0.81839  -0.365
C: -8.27882 0.11531 -2.00088  -0.677
C: -7.16104 0.06404 -2.81571  -0.811
C: -6.02082 0.76920 -2.44096  -0.670
C: -5.96595 1.51564 -1.27390  0.464
C: -4.72749 2.30190 -0.92782  -1.544
C: -3.94593 1.70933 0.26818  1.242
O: -4.49329 1.83793 1.40383  -1.091
O: -2.86056 1.15622 0.02264  -0.715
H: -10.89835 3.68430 2.73079  0.411
H: -10.88597 1.79987 4.35412  0.347
H: -9.06485 0.11375 4.25488  0.420
H: -6.05316 2.23445 1.15405  0.610
H: -9.12038 0.86455 -0.17697  0.385
H: -9.18134 -0.42028 -2.27254  0.365
H: -7.16776 -0.51550 -3.73034  0.372
H: -5.13909 0.74006 -3.07121  0.392
H: -5.01123 3.32555 -0.66140  0.390
H: -4.06203 2.32852 -1.78865  0.501

As for the relative energy (zero: lowest compared OMol25 entry of this formula, charge and spin): 216.5 kJ/mol. The HOMO energy is -2.2671 eV. The total charge is -2. For the LUMO energy, the calculation gives 3.554 eV. The calculation puts the HOMO-LUMO gap at 5.82 eV.



Record 2
This record from the Open Molecules 2025 dataset describes a molecular structure, C49H43NO4P3SSe3TaTe at a distorted geometry. The level of theory is ωB97M-V/def2-TZVPD.

Last column: Mulliken charge in e.
Positions of all 106 atoms, in Å:
Ta: -1.60821 0.35421 -0.16010  -1.080
O: 1.13833 -2.88624 1.35868  -0.802
S: 1.12000 -1.54011 0.73650  1.408
C: 1.99624 -1.66897 -0.81264  -0.604
C: 2.62712 -2.87906 -1.05617  -0.592
C: 3.24711 -3.08710 -2.28025  -1.000
C: 3.20763 -2.09133 -3.24445  -0.792
C: 2.55583 -0.89015 -2.99192  -0.800
C: 1.93458 -0.64897 -1.76569  0.203
P: 1.06030 0.93514 -1.43107  0.671
C: 0.89379 1.67253 -3.09493  0.581
C: -0.31187 1.64269 -3.78769  -0.969
C: -0.41659 2.19373 -5.05692  -1.541
C: 0.68975 2.78491 -5.64865  -0.954
C: 1.89699 2.83179 -4.96304  -0.918
C: 1.99833 2.28502 -3.69353  -0.109
C: 2.32583 2.05064 -0.74782  1.297
C: 2.09240 3.42535 -0.81009  -0.051
C: 3.07955 4.31887 -0.42704  -0.882
C: 4.30034 3.85180 0.04250  -0.859
C: 4.54263 2.48585 0.09667  -0.771
C: 3.56685 1.58950 -0.31615  -0.440
C: 2.20081 -0.53829 1.72300  0.528
C: 3.48544 -1.01194 1.96852  -0.479
C: 4.28057 -0.34707 2.88015  -0.979
C: 3.77333 0.75619 3.56616  -1.046
C: 2.48425 1.20117 3.33418  -0.432
C: 1.68038 0.56877 2.38199  0.087
P: -0.07827 0.98802 2.15785  2.200
C: -0.77699 0.19031 3.64345  0.782
C: -0.78645 -1.20609 3.70902  -0.184
C: -1.27571 -1.85250 4.83325  -0.895
C: -1.75760 -1.11505 5.90657  -0.745
C: -1.73177 0.26955 5.85688  -0.825
C: -1.23711 0.92202 4.73593  -0.768
C: -0.26364 2.77654 2.39991  0.801
C: -1.55092 3.31778 2.50977  -0.647
C: -1.72582 4.68824 2.59023  -0.771
C: -0.62723 5.53875 2.54975  -0.926
C: 0.64612 5.00983 2.42348  -0.973
C: 0.82905 3.63481 2.34674  -1.154
H: 2.61080 -3.63989 -0.28363  0.656
H: 3.75231 -4.02421 -2.47810  0.505
H: 3.68555 -2.24482 -4.20368  0.469
H: 2.53119 -0.14102 -3.76939  0.454
H: -1.18534 1.24156 -3.29937  1.130
H: -1.36817 2.19135 -5.57658  0.580
H: 0.60928 3.22599 -6.63418  0.449
H: 2.76019 3.30638 -5.41236  0.488
H: 2.94251 2.34814 -3.16510  0.622
H: 1.15004 3.80721 -1.18026  0.386
H: 2.89265 5.38357 -0.49731  0.518
H: 5.07010 4.55154 0.34322  0.424
H: 5.50273 2.11435 0.43318  0.498
H: 3.79198 0.53206 -0.31597  0.393
H: 3.84258 -1.90326 1.46606  0.539
H: 5.28435 -0.69934 3.08122  0.498
H: 4.38502 1.25801 4.30573  0.479
H: 2.09333 2.02921 3.91128  0.657
H: -0.40463 -1.81672 2.89984  0.356
H: -1.26780 -2.93504 4.87302  0.561
H: -2.13738 -1.61841 6.78653  0.443
H: -2.08993 0.85141 6.69650  0.487
H: -1.21094 2.00136 4.73019  0.411
H: -2.42253 2.67754 2.51686  0.452
H: -2.72562 5.09317 2.68187  0.529
H: -0.76608 6.61052 2.61873  0.434
H: 1.50831 5.66571 2.39020  0.536
H: 1.83166 3.24670 2.23507  0.405
Se: -4.13045 0.35006 -1.10081  0.006
Se: -5.08305 2.04962 0.16558  -0.348
Te: -3.78608 3.86935 -0.92763  -0.004
Se: -1.52853 2.70581 -0.83336  -0.249
O: -4.18806 0.04104 2.95641  -0.579
C: -3.39689 -0.26952 2.12529  -0.518
O: -2.63577 0.59750 1.44652  1.775
C: -3.09704 -1.67618 1.70291  0.662
C: -3.78431 -2.70941 2.34220  -1.363
C: -3.51604 -3.98717 1.95923  -1.208
C: -2.55314 -4.21895 0.95527  1.415
C: -2.23877 -5.53902 0.54691  -0.956
C: -1.29617 -5.76640 -0.40983  -1.348
C: -0.62966 -4.67066 -0.99460  -1.130
C: -0.92344 -3.38916 -0.62966  0.881
C: -1.89479 -3.11649 0.35894  0.355
N: -2.19433 -1.82191 0.74616  1.658
H: -4.49877 -2.45387 3.11152  0.693
H: -4.02425 -4.82978 2.41400  0.519
H: -2.76106 -6.36255 1.01937  0.482
H: -1.05223 -6.77623 -0.71233  0.452
H: 0.13842 -4.85265 -1.73914  0.497
H: -0.40022 -2.56925 -1.09142  -0.723
C: -2.80558 -0.41354 -4.32617  -0.624
P: -2.03143 -1.48269 -3.12659  0.957
C: -3.25831 -2.70953 -2.71438  -0.822
C: -0.63478 -2.23938 -3.93695  -0.630
O: -1.46164 -0.71893 -1.88401  0.408
H: -3.08142 -1.04209 -5.17790  0.574
H: -2.12188 0.35619 -4.67292  0.008
H: -3.70068 0.04662 -3.91000  0.325
H: -3.72001 -3.02623 -3.65409  0.607
H: -4.02803 -2.27223 -2.07694  0.208
H: -2.81302 -3.57079 -2.22343  0.341
H: -0.97537 -2.81668 -4.80001  0.611
H: -0.10591 -2.89859 -3.25067  -0.056
H: 0.04117 -1.45043 -4.27396  0.199

As for the relative energy (zero: lowest compared OMol25 entry of this formula, charge and spin): 9.9 kJ/mol. The HOMO energy is -12.2132 eV. The total charge is +2. For the LUMO energy, the calculation gives -6.483 eV. The calculation puts the HOMO-LUMO gap at 5.73 eV.